Entry 1:
Molecular formula: C41H45N7O5
Method: DFT, the ωB97M-V functional and the def2-TZVPD basis

Output
gap between HOMO and LUMO	3.371	eV
F_max	3.5	eV/A

Each line ends with the Mulliken charge.
CARTESIAN COORDINATES (ANGSTROEM)
C (6.60991, 3.64932, 0.17644)  -0.832
O (6.05858, 2.32985, 0.37269)  -0.457
C (4.71651, 2.14336, 0.24674)  0.852
C (3.79097, 3.14855, -0.12160)  -0.625
C (2.46448, 2.79836, -0.33262)  -1.037
C (2.04434, 1.43842, -0.31140)  -0.040
C (0.71837, 1.06393, -0.74177)  -0.494
N (0.45755, -0.08548, -1.47850)  1.954
C (1.36430, -1.03923, -2.05104)  -0.459
C (1.22016, -2.39493, -1.71369)  0.736
C (0.12107, -2.91147, -0.77818)  1.662
C (0.69895, -3.48047, 0.51593)  -1.273
C (-0.79885, -3.91606, -1.47075)  -1.701
C (2.13647, -3.30637, -2.23982)  -0.390
C (3.14496, -2.87733, -3.09961)  -1.464
C (3.22633, -1.54077, -3.48354)  -0.559
C (2.32009, -0.60373, -2.98891)  0.280
C (2.33330, 0.82579, -3.54701)  1.533
C (1.59577, 0.93994, -4.87921)  -1.680
C (3.74110, 1.40004, -3.67773)  -1.807
N (-0.87110, -0.22195, -1.71164)  -1.415
N (-1.43291, 0.88251, -1.18252)  2.300
C (-2.86728, 1.07390, -1.18566)  -2.039
C (-3.64608, 0.48301, -0.17813)  0.791
C (-2.98738, -0.35580, 0.92106)  2.625
C (-3.82850, -1.55841, 1.34535)  -1.547
C (-2.62786, 0.46934, 2.14785)  -1.234
C (-5.02002, 0.73332, -0.17563)  -0.466
C (-5.58615, 1.54079, -1.16240)  -1.543
C (-4.80010, 2.10823, -2.16362)  -0.121
C (-3.42524, 1.88562, -2.18482)  0.583
C (-2.56337, 2.51167, -3.29163)  1.385
C (-2.60935, 4.03622, -3.28146)  -1.505
C (-2.96589, 1.97889, -4.66404)  -1.575
C (-0.50561, 1.64964, -0.46201)  1.667
C (-0.88550, 2.66041, 0.39345)  -2.834
C (2.98374, 0.46383, 0.13018)  -0.048
C (4.26706, 0.81740, 0.46444)  -0.874
H (7.64836, 3.55267, 0.49518)  0.252
H (6.56584, 3.94020, -0.88406)  0.325
H (6.09243, 4.40081, 0.79108)  0.321
H (4.11663, 4.18661, -0.24832)  0.373
H (1.72328, 3.56583, -0.56739)  0.462
H (-0.49387, -2.04363, -0.52443)  -0.711
H (1.37460, -2.75608, 0.98704)  0.286
H (-0.10013, -3.71029, 1.23205)  0.314
H (1.27044, -4.39731, 0.31917)  0.305
H (-1.23364, -3.46950, -2.37096)  0.408
H (-0.24749, -4.81942, -1.75868)  0.310
H (-1.61892, -4.20226, -0.80160)  0.404
H (2.05910, -4.35896, -1.95175)  0.385
H (3.87177, -3.59439, -3.48274)  0.363
H (3.99914, -1.21251, -4.18061)  0.303
H (1.80072, 1.44564, -2.82062)  -0.159
H (0.55831, 0.59837, -4.79041)  0.369
H (1.58509, 1.98383, -5.21637)  0.414
H (2.09515, 0.33423, -5.64619)  0.364
H (4.30773, 1.27530, -2.74871)  0.327
H (4.28625, 0.91759, -4.49961)  0.397
H (3.67823, 2.47505, -3.89224)  0.418
H (-2.05645, -0.73924, 0.47824)  -0.982
H (-4.10959, -2.15836, 0.47332)  0.430
H (-3.26032, -2.20239, 2.02875)  0.122
H (-4.73947, -1.23070, 1.86162)  0.372
H (-2.00647, 1.32676, 1.87760)  0.424
H (-3.53837, 0.84829, 2.62991)  0.323
H (-2.07132, -0.14187, 2.87099)  0.136
H (-5.64347, 0.29749, 0.61006)  0.299
H (-6.65879, 1.73341, -1.15347)  0.329
H (-5.24438, 2.73125, -2.94554)  0.374
H (-1.53140, 2.20490, -3.08896)  -0.426
H (-2.27771, 4.42814, -2.31404)  0.364
H (-1.95208, 4.43991, -4.06088)  0.429
H (-3.62919, 4.39020, -3.47290)  0.301
H (-2.91550, 0.88520, -4.68300)  0.356
H (-3.99173, 2.28560, -4.90051)  0.372
H (-2.29904, 2.36995, -5.44046)  0.421
H (-1.93826, 2.90624, 0.49670)  0.448
H (-0.08716, 3.25704, 0.81173)  0.411
H (2.67176, -0.57613, 0.21455)  0.485
H (4.98310, 0.09111, 0.84302)  0.480
N (-0.83993, -2.61375, 10.37839)  -0.443
C (-0.84987, -2.59493, 9.21060)  -0.098
C (-0.83943, -2.56056, 7.78179)  0.151
C (-1.62551, -3.27618, 6.87429)  -0.634
C (-1.46781, -3.07179, 5.46413)  -0.288
N (-2.25678, -3.87385, 4.57312)  1.007
O (-3.00677, -4.75150, 5.05553)  -0.587
O (-2.16164, -3.68258, 3.33032)  -0.590
C (-0.54214, -2.13809, 4.93663)  -0.355
C (0.27130, -1.49445, 5.85879)  0.100
N (1.39639, -0.67599, 5.68778)  0.857
O (1.98391, -0.22300, 4.72487)  -0.671
O (1.86881, -0.39445, 7.03403)  -0.162
N (1.07098, -1.01861, 7.98804)  -0.584
C (0.14043, -1.67142, 7.25068)  0.866
H (-2.36114, -3.98272, 7.24741)  0.587
H (-0.41687, -1.97505, 3.87194)  0.798


Entry 2:
Molecular formula: C41H45N8O5S3TeW
Method: DFT, the ωB97M-V functional and the def2-TZVPD basis

Output
gap between HOMO and LUMO (alpha / beta)	6.148 / 4.934	eV
relative energy (zero: lowest compared OMol25 entry of this formula, charge and spin)	73.4	kcal per mole
F_max	4.0	eV/A
multiplicity	2

Each line ends with the Mulliken charge.
CARTESIAN COORDINATES (ANGSTROEM)
W (1.91309, 0.34940, 0.14160)  1.319
S (3.53351, -1.75749, -2.39638)  -0.414
C (3.16069, -0.16707, -2.73221)  -0.028
N (2.77016, 0.82865, -1.90968)  0.566
C (2.81187, 2.08073, -2.55485)  -0.977
C (2.69942, 3.34409, -1.97472)  -0.246
C (2.75503, 4.47333, -2.77545)  -0.825
C (2.93592, 4.37999, -4.15381)  -0.656
C (3.10547, 3.13746, -4.73673)  -0.527
C (3.05527, 2.00783, -3.93110)  0.963
S (3.33421, 0.36384, -4.39392)  -0.275
H (2.59904, 3.44456, -0.90801)  0.567
H (2.67179, 5.44849, -2.31145)  0.452
H (2.96549, 5.27388, -4.76284)  0.403
H (3.29234, 3.04053, -5.79858)  0.416
N (3.55346, 2.38499, 7.32399)  -0.552
C (3.09270, 1.67161, 6.23486)  1.075
C (1.91308, 2.05541, 5.58550)  -0.913
C (1.44129, 1.33403, 4.51102)  -0.860
C (2.14710, 0.22443, 4.06613)  0.357
C (3.28443, -0.20730, 4.72751)  -0.548
C (3.75562, 0.52072, 5.80504)  -1.047
S (1.47346, -0.68931, 2.73134)  1.628
O (0.79411, -1.79183, 3.32386)  -0.747
O (0.60085, 0.19765, 1.87277)  -0.193
N (2.56741, -1.15953, 1.58026)  -0.081
C (3.89421, -0.75635, 1.42171)  -0.123
N (4.01723, -0.07507, 0.25850)  0.405
C (5.18670, 0.50011, 0.01937)  -0.227
C (6.26907, 0.26201, 0.84420)  -0.675
C (6.05429, -0.54045, 1.95168)  -0.694
N (4.85767, -1.03675, 2.27194)  -0.453
H (3.23451, 3.33270, 7.42362)  0.212
H (4.50654, 2.23292, 7.60392)  0.211
H (1.37265, 2.92991, 5.92794)  0.310
H (0.52500, 1.62309, 4.01512)  0.601
H (3.80718, -1.09495, 4.40456)  0.579
H (4.64917, 0.19350, 6.32283)  0.324
H (5.23915, 1.12770, -0.86241)  0.416
H (7.23635, 0.68569, 0.62370)  0.422
H (6.86394, -0.78362, 2.63037)  0.432
C (-0.95778, 3.74006, -0.42883)  -1.755
C (0.18698, 2.85712, -0.04654)  0.241
N (0.51800, 1.73771, -0.76657)  0.585
O (0.01883, 1.66531, -2.06938)  -0.289
C (1.01927, 3.02014, 1.02339)  0.217
C (0.84790, 3.88302, 2.22748)  -2.016
N (2.11882, 2.21594, 0.77231)  -0.074
O (2.70039, 1.52175, 1.76606)  -0.672
H (-1.84056, 3.16079, -0.71120)  0.228
H (-0.69675, 4.40400, -1.26105)  0.379
H (-1.22825, 4.37500, 0.41301)  0.524
H (-0.39166, 2.51842, -2.26454)  0.325
H (0.87368, 4.94855, 1.98382)  0.429
H (1.64966, 3.68147, 2.93676)  0.371
H (-0.10463, 3.68031, 2.72095)  0.381
C (1.41442, -3.48333, -0.13206)  -1.645
C (0.62900, -2.21704, 0.04063)  0.941
O (-0.36700, -2.27043, 0.78521)  -0.444
N (0.91384, -1.08769, -0.66866)  0.588
Te (-1.70830, -0.42693, -0.50316)  0.326
C (-3.85317, -0.38485, -0.25440)  -0.076
C (-4.37576, -0.36466, 1.04393)  1.297
C (-3.51773, -0.39327, 2.28777)  -1.480
C (-5.75610, -0.35105, 1.22325)  -0.871
C (-6.63067, -0.35849, 0.14800)  0.712
C (-8.12031, -0.34376, 0.35822)  -1.683
C (-6.09149, -0.34308, -1.13246)  -0.745
C (-4.71943, -0.34202, -1.35559)  0.973
C (-4.23987, -0.27659, -2.78369)  -1.711
C (-1.88611, -2.14280, -1.75108)  1.370
C (-1.25016, -2.16292, -3.00008)  0.393
C (-0.58340, -0.96735, -3.61710)  -0.980
C (-1.26126, -3.34674, -3.73374)  -1.001
C (-1.90890, -4.48600, -3.28548)  0.745
C (-1.92618, -5.74917, -4.10205)  -1.707
C (-2.54992, -4.42780, -2.05691)  -0.966
C (-2.53961, -3.28526, -1.26332)  1.015
C (-3.23876, -3.38027, 0.06907)  -1.931
H (1.66212, -3.86815, 0.85664)  0.390
H (2.30709, -3.33111, -0.72946)  0.077
H (0.75486, -4.20063, -0.62715)  0.355
H (-2.44737, -0.42399, 2.07976)  -0.354
H (-3.74868, -1.27520, 2.88843)  0.399
H (-3.71456, 0.48347, 2.90753)  0.516
H (-6.15406, -0.35112, 2.23351)  0.430
H (-8.38884, -0.80223, 1.30953)  0.395
H (-8.63498, -0.87898, -0.43965)  0.395
H (-8.50038, 0.68029, 0.36475)  0.294
H (-6.75916, -0.32554, -1.98841)  0.452
H (-4.93717, 0.30686, -3.38519)  0.559
H (-4.16295, -1.27342, -3.22316)  0.320
H (-3.25682, 0.18773, -2.86126)  -0.046
H (0.15418, -0.52880, -2.95038)  -0.269
H (-1.31244, -0.19071, -3.86036)  0.177
H (-0.07406, -1.25252, -4.53669)  0.497
H (-0.73951, -3.36932, -4.68389)  0.301
H (-1.33999, -5.63672, -5.01296)  0.379
H (-2.94666, -6.01394, -4.38483)  0.340
H (-1.51750, -6.58675, -3.53454)  0.352
H (-3.06646, -5.30688, -1.68458)  0.482
H (-3.19371, -4.40759, 0.42913)  0.576
H (-4.28939, -3.09562, -0.02421)  0.307
H (-2.78111, -2.74684, 0.82427)  0.088